No. 1
{
  "formula": "C39H66N3O3PS2",
  "method": "wB97M-V/def2-TZVPD",
  "gap_ev": 1.025,
  "e_tot_ev": -83072.4089,
  "e_homo_ev": -5.8,
  "elements": ["C", "C", "C", "C", "C", "C", "P", "C", "C", "C", "C", "N", "C", "C", "O", "C", "C", "C", "S", "C", "S", "N", "C", "C", "C", "C", "C", "C", "C", "C", "C", "C", "C", "C", "O", "C", "C", "H", "H", "H", "H", "H", "H", "H", "H", "H", "H", "H", "H", "H", "H", "H", "H", "H", "H", "H", "H", "H", "H", "H", "H", "H", "H", "H", "H", "H", "H", "H", "H", "H", "H", "H", "H", "H", "H", "H", "H", "H", "H", "H", "H", "H", "H", "H", "H", "C", "C", "C", "C", "C", "C", "N", "O", "C", "C", "C", "H", "H", "H", "H", "H", "H", "H", "H", "H", "H", "H", "H", "H", "H", "H", "H", "H", "H"],
  "coordinates": [[8.50, -4.45, 2.36], [7.78, -5.08, 1.09], [6.79, -4.04, 0.44], [5.48, -3.78, 1.31], [4.94, -2.33, 0.88], [4.95, -1.40, 2.15], [4.72, 0.49, 1.73], [6.49, 0.78, 2.53], [7.04, 2.22, 2.13], [7.33, 2.27, 0.57], [8.24, 3.48, 0.15], [8.32, 3.73, -1.32], [7.95, 2.57, -2.11], [6.48, 2.42, -2.67], [8.77, 1.71, -2.34], [3.08, 0.18, 0.78], [3.27, 0.13, -0.81], [1.94, -0.58, -1.36], [1.07, 0.44, -2.63], [-0.51, -0.33, -3.09], [-0.82, -0.50, -4.70], [-1.54, -0.79, -2.15], [-1.03, -1.81, -1.26], [-0.23, -2.89, -1.86], [0.35, -3.93, -1.00], [0.16, -3.96, 0.45], [-0.66, -2.90, 1.04], [-1.23, -1.85, 0.19], [-2.18, 0.31, -1.44], [-3.63, 0.49, -1.50], [-4.30, 1.57, -0.79], [-3.56, 2.52, 0.04], [-2.11, 2.35, 0.13], [-1.45, 1.26, -0.58], [3.91, 0.67, 3.26], [3.29, 1.93, 3.44], [2.02, 1.67, 4.37], [9.47, -5.01, 2.48], [8.71, -3.36, 2.20], [7.89, -4.61, 3.29], [8.60, -5.29, 0.35], [7.27, -6.04, 1.32], [6.41, -4.38, -0.57], [7.30, -3.04, 0.35], [5.67, -3.86, 2.41], [4.74, -4.59, 1.06], [5.48, -1.91, 0.00], [3.87, -2.51, 0.55], [5.89, -1.59, 2.73], [4.11, -1.68, 2.86], [4.71, 1.91, 1.45], [5.42, 0.29, 0.48], [7.21, 0.06, 2.05], [6.46, 0.65, 3.65], [6.32, 3.02, 2.46], [8.03, 2.43, 2.63], [7.90, 1.32, 0.35], [6.35, 2.22, 0.03], [7.81, 4.40, 0.65], [9.29, 3.34, 0.52], [9.31, 3.90, -1.55], [6.07, 1.39, -2.49], [6.46, 2.67, -3.76], [5.81, 3.15, -2.14], [2.63, -0.80, 1.11], [2.29, 0.96, 0.96], [4.16, -0.47, -1.10], [3.34, 1.20, -1.16], [2.23, -1.56, -1.83], [1.23, -0.73, -0.50], [-0.03, -2.94, -2.95], [0.96, -4.73, -1.48], [0.61, -4.72, 1.12], [-0.85, -2.84, 2.14], [-1.83, -1.07, 0.70], [-4.25, -0.20, -2.12], [-5.41, 1.69, -0.85], [-4.03, 3.35, 0.61], [-1.50, 3.02, 0.77], [-0.34, 1.19, -0.44], [3.94, 2.64, 4.04], [2.89, 2.40, 2.50], [1.33, 1.04, 3.73], [1.44, 2.61, 4.59], [2.26, 1.06, 5.27], [-10.25, -1.07, -0.24], [-9.87, 0.42, 0.00], [-11.16, 1.24, 0.18], [-11.93, 1.43, -1.13], [-11.03, 2.02, -2.22], [-9.71, 1.24, -2.41], [-9.02, 0.94, -1.12], [-8.46, 2.04, -0.71], [-9.98, -0.08, -3.17], [-8.81, 2.03, -3.38], [-9.09, 0.38, 1.32], [-10.43, -1.58, 0.70], [-11.17, -1.19, -0.81], [-9.45, -1.61, -0.75], [-10.92, 2.22, 0.59], [-11.81, 0.75, 0.91], [-12.36, 0.49, -1.47], [-12.77, 2.11, -0.96], [-11.58, 2.06, -3.16], [-10.80, 3.06, -1.95], [-9.08, -0.69, -3.23], [-10.30, 0.12, -4.19], [-10.78, -0.69, -2.73], [-8.63, 3.05, -3.04], [-9.29, 2.12, -4.36], [-7.85, 1.53, -3.52], [-8.19, -0.24, 1.22], [-9.70, -0.05, 2.12], [-8.79, 1.37, 1.67]]
}

=====

No. 2
{
  "formula": "C5H6O2",
  "method": "wB97M-V/def2-TZVPD",
  "gap_ev": 9.609,
  "e_tot_ev": -9373.7521,
  "e_above_lowest_kj_mol": 322.60,
  "e_homo_ev": -8.9,
  "elements": ["O", "C", "C", "O", "C", "C", "C", "H", "H", "H", "H", "H", "H"],
  "coordinates": [[-0.53, -1.85, -1.33], [-0.13, -0.81, -0.86], [-0.10, 0.52, -1.60], [0.52, 1.44, -0.68], [1.12, 0.88, 0.34], [-0.39, -0.03, 1.61], [0.52, -0.53, 0.46], [-1.09, 0.86, -1.90], [0.55, 0.44, -2.48], [0.21, 0.83, 1.93], [-1.39, 0.30, 1.28], [-0.47, -0.72, 2.44], [1.20, -1.31, 0.79]]
}

=====

No. 3
{
  "formula": "C4H9NO",
  "method": "wB97M-V/def2-TZVPD",
  "gap_ev": 9.965,
  "e_tot_ev": -7827.4038,
  "e_above_lowest_kj_mol": 474.34,
  "e_homo_ev": -9.1,
  "elements": ["C", "C", "N", "C", "O", "C", "H", "H", "H", "H", "H", "H", "H", "H", "H"],
  "coordinates": [[2.37, 0.79, 0.49], [1.09, 0.34, -0.13], [-0.05, 0.28, 0.61], [-0.44, -0.95, 0.17], [-1.74, -1.23, -0.14], [-2.57, -0.11, -0.42], [2.14, 1.71, 1.03], [2.74, 0.07, 1.23], [3.15, 0.97, -0.25], [0.73, -1.08, -0.61], [0.99, 0.51, -1.20], [-0.05, -1.81, 0.73], [-3.39, -0.48, -1.04], [-2.01, 0.67, -0.95], [-2.97, 0.32, 0.50]]
}

=====

No. 4
{
  "formula": "C37H45F6Zr",
  "method": "wB97M-V/def2-TZVPD",
  "gap_ev": 4.965,
  "e_tot_ev": -56686.1792,
  "total_charge": -1,
  "e_above_lowest_kj_mol": 78.46,
  "e_homo_ev": -2.7,
  "elements": ["C", "C", "C", "C", "C", "C", "C", "C", "C", "C", "Zr", "C", "C", "C", "C", "C", "C", "C", "C", "C", "C", "C", "C", "H", "H", "H", "H", "H", "H", "H", "H", "H", "H", "H", "H", "H", "H", "H", "H", "H", "H", "H", "H", "H", "H", "H", "H", "H", "H", "H", "H", "H", "H", "H", "H", "H", "H", "H", "H", "F", "C", "F", "F", "C", "C", "C", "C", "C", "C", "C", "C", "C", "C", "F", "F", "F", "C", "C", "C", "C", "H", "H", "H", "H", "H", "H", "H", "H", "H"],
  "coordinates": [[-2.54, 2.26, 0.57], [-2.63, 0.97, 1.32], [-2.22, 0.77, 2.68], [-1.56, 1.76, 3.56], [-2.83, -0.42, 3.16], [-2.80, -0.84, 4.58], [-3.60, -0.98, 2.12], [-4.67, -1.99, 2.29], [-3.42, -0.18, 0.93], [-4.29, -0.20, -0.28], [-1.05, -0.65, 0.39], [-0.54, 0.44, -1.49], [0.67, 0.14, 1.51], [0.22, -2.71, 0.19], [1.59, -2.50, -0.37], [-0.11, -3.03, 1.55], [0.87, -3.19, 2.66], [-1.45, -3.52, 1.58], [-2.06, -4.13, 2.79], [-2.00, -3.40, 0.28], [-3.29, -3.93, -0.21], [-0.98, -2.90, -0.60], [-1.06, -2.98, -2.09], [-2.77, 3.11, 1.22], [-1.54, 2.44, 0.15], [-3.26, 2.29, -0.26], [-2.26, 2.16, 4.32], [-0.73, 1.30, 4.11], [-1.17, 2.61, 2.99], [-3.64, -0.40, 5.13], [-2.84, -1.93, 4.69], [-1.88, -0.49, 5.07], [-5.57, -1.55, 2.75], [-4.98, -2.43, 1.33], [-3.08, -4.50, 2.62], [-5.21, 0.40, -0.12], [-3.79, 0.23, -1.16], [-4.61, -1.22, -0.54], [-0.03, -0.18, -2.25], [-1.44, 0.82, -1.99], [0.11, 1.32, -1.33], [1.29, -0.51, 2.13], [1.34, 0.51, 0.71], [0.43, 1.02, 2.14], [1.85, -3.33, -1.04], [1.69, -1.57, -0.95], [2.34, -2.48, 0.43], [1.75, -3.77, 2.34], [1.24, -2.22, 3.04], [0.42, -3.72, 3.51], [-1.44, -4.98, 3.14], [-2.09, -3.40, 3.61], [-4.35, -2.82, 2.94], [-3.15, -4.77, -0.90], [-3.95, -4.27, 0.60], [-3.83, -3.15, -0.77], [-1.10, -4.02, -2.42], [-1.97, -2.49, -2.47], [-0.20, -2.50, -2.57], [5.04, -1.04, 2.05], [4.76, 0.26, 2.40], [3.84, 0.19, 3.41], [5.90, 0.79, 2.94], [4.26, 1.06, 1.24], [3.54, 2.22, 1.52], [2.89, 2.86, 0.48], [2.95, 2.36, -0.86], [2.11, 2.96, -1.85], [2.45, 3.26, -3.19], [3.63, 2.81, -3.88], [3.75, 2.99, -5.25], [2.81, 3.77, -5.93], [2.97, 3.98, -7.40], [1.81, 4.42, -8.00], [3.93, 4.93, -7.66], [3.34, 2.84, -8.06], [1.75, 4.37, -5.26], [1.55, 4.09, -3.93], [3.77, 1.22, -1.10], [4.47, 0.62, -0.06], [3.46, 2.60, 2.53], [2.28, 3.75, 0.67], [1.17, 3.40, -1.49], [4.43, 2.32, -3.32], [4.57, 2.53, -5.80], [1.07, 5.03, -5.79], [0.69, 4.52, -3.40], [3.80, 0.79, -2.11], [5.16, -0.20, -0.25]]
}